Below is a structure of composition C19H16N6NiO5S2, with properties calculated with the ωB97M-V functional and the def2-TZVPD basis.

Element x y z (Å)
Ni1 -1.262 -0.710 1.775
C1 -4.430 -3.479 -0.952
N1 -4.431 -2.020 -0.916
C2 -5.480 -1.211 -1.309
C3 -5.129 0.050 -1.048
N2 -3.846 0.024 -0.490
C4 -3.427 -1.280 -0.407
S1 -1.955 -2.000 0.039
C5 -3.214 1.214 -0.006
C6 -3.695 2.452 -0.417
C7 -3.126 3.591 0.115
C8 -2.095 3.472 1.033
C9 -1.668 2.202 1.353
N3 -2.209 1.087 0.836
H1 -5.315 -3.807 -1.488
H2 -4.442 -3.874 0.062
H3 -3.539 -3.842 -1.457
H4 -6.381 -1.603 -1.748
H5 -5.688 0.952 -1.198
H6 -4.481 2.539 -1.150
H7 -3.489 4.565 -0.186
H8 -1.622 4.337 1.476
H9 -0.859 2.049 2.057
O1 4.912 2.880 -2.731
S2 6.206 2.224 -2.718
O2 7.228 2.898 -1.940
O3 6.636 1.691 -3.995
C10 5.913 0.723 -1.729
N4 6.928 -0.148 -1.580
C11 6.687 -1.212 -0.833
C12 5.460 -1.452 -0.223
C13 4.485 -0.503 -0.442
N5 4.708 0.573 -1.186
C14 3.104 -0.570 0.112
C15 2.620 -1.630 0.874
C16 1.324 -1.592 1.340
N6 0.505 -0.562 1.087
C17 0.960 0.456 0.346
C18 2.238 0.490 -0.152
H10 7.509 -1.911 -0.713
H11 5.306 -2.333 0.387
H12 3.236 -2.486 1.109
H13 0.922 -2.396 1.941
H14 0.270 1.261 0.142
H15 2.592 1.322 -0.748
O4 -2.805 -0.902 3.037
C19 -2.005 -0.609 3.964
O5 -0.796 -0.405 3.683
H16 -2.361 -0.516 4.994

For the energy relative to the best compared isomer or geometry (same formula, charge and spin), the calculation gives 1.6 kcal/mol. The calculation puts the molecular weight at 531.20 g/mol. The value obtained for the largest force on an atom is 0.607 eV/Å. The total energy is -101853.928 eV. The orbital gap (alpha / beta) is 5.69 / 5.84 eV.

The Löwdin scheme yields these atomic charges, measured in e: number 1, Ni, carries 0.34; number 2, C, carries -0.02; number 3, N, carries -0.12; number 4, C, carries -0.02; number 5, C, carries -0.02; number 6, N, carries 0.04; number 7, C, carries -0.61; number 8, S, carries 0.81; number 9, C, carries -0.21; number 10, C, carries 0.01; number 11, C, carries -0.03; number 12, C, carries -0.03; number 13, C, carries -0.11; number 14, N, carries 0.10; number 15, H, carries 0.10; number 16, H, carries 0.10; number 17, H, carries 0.08; number 18, H, carries 0.13; number 19, H, carries 0.12; number 20, H, carries 0.11; number 21, H, carries 0.12; number 22, H, carries 0.12; number 23, H, carries 0.12; number 24, O, carries -0.38; number 25, S, carries 0.39; number 26, O, carries -0.35; number 27, O, carries -0.35; number 28, C, carries -0.32; number 29, N, carries 0.14; number 30, C, carries -0.11; number 31, C, carries 0.00; number 32, C, carries -0.23; number 33, N, carries 0.15; number 34, C, carries -0.10; number 35, C, carries 0.02; number 36, C, carries -0.10; number 37, N, carries -0.06; number 38, C, carries -0.08; number 39, C, carries 0.04; number 40, H, carries 0.11; number 41, H, carries 0.10; number 42, H, carries 0.11; number 43, H, carries 0.12; number 44, H, carries 0.10; number 45, H, carries 0.13; number 46, O, carries -0.08; number 47, C, carries -0.45; number 48, O, carries -0.05; number 49, H, carries 0.14

---

Below is a structure of composition C19H17AlClN2O8S2 at a distorted geometry, with properties calculated with the ωB97M-V functional and the def2-TZVPD basis.

Element x y z (Å)
Al1 0.965 0.733 -0.834
C1 -2.287 -0.972 -2.733
C2 -2.412 0.321 -0.532
C3 -4.577 0.711 -0.393
C4 -4.555 1.681 -1.321
C5 -3.440 2.323 -2.061
C6 -3.700 2.974 -3.272
C7 -2.666 3.569 -3.958
C8 -1.367 3.496 -3.457
C9 -1.060 2.838 -2.273
S1 0.703 2.723 -1.945
C10 -2.131 2.290 -1.545
N1 -2.133 1.565 -0.314
H1 -3.144 -1.684 -2.665
H2 -0.413 -1.786 -1.900
H3 -1.875 -0.282 -3.527
H4 -5.502 0.377 0.053
H5 -5.541 2.060 -1.566
H6 -4.707 2.975 -3.673
H7 -2.849 4.062 -4.905
H8 -0.553 3.923 -4.029
C11 2.329 -1.803 5.964
C12 2.566 -1.337 4.553
C13 1.619 -1.588 3.563
C14 1.803 -1.155 2.262
C15 2.970 -0.467 1.949
C16 3.935 -0.211 2.912
C17 3.725 -0.646 4.211
S2 3.183 0.225 0.339
O1 2.325 1.480 0.301
O2 4.591 0.399 0.137
N2 2.360 -0.592 -0.714
C18 2.624 -2.019 -0.917
C19 1.270 -2.716 -1.223
O3 0.878 -3.554 -0.447
O4 0.652 -2.286 -2.305
H9 2.105 -2.870 5.986
H10 1.475 -1.282 6.401
H11 3.199 -1.620 6.594
H12 0.716 -2.136 3.808
H13 1.056 -1.377 1.506
H14 4.836 0.319 2.636
H15 4.471 -0.443 4.970
H16 3.037 -2.524 -0.047
H17 3.314 -2.065 -1.762
O5 -2.115 -2.152 -0.756
Cl1 -1.347 -0.840 -1.230
O6 -3.535 -0.074 0.089
O7 -0.317 -0.857 0.001
O8 -0.484 0.293 -1.931

For the energy relative to the best compared isomer or geometry (same formula, charge and spin), the calculation gives 300.8 kcal/mol. The calculation puts the molecular weight at 527.92 g/mol. The value obtained for the largest force on an atom is 5.166 eV/Å. The total energy is -80117.740 eV. The orbital gap (alpha / beta) is 6.88 / 6.57 eV. As for the total charge: -1.

The Löwdin scheme yields these atomic charges, measured in e: number 1, Al, carries 0.00; number 2, C, carries 0.00; number 3, C, carries -0.44; number 4, C, carries -0.08; number 5, C, carries -0.02; number 6, C, carries -0.17; number 7, C, carries -0.07; number 8, C, carries -0.11; number 9, C, carries -0.14; number 10, C, carries -0.52; number 11, S, carries 0.78; number 12, C, carries -0.22; number 13, N, carries 0.16; number 14, H, carries 0.07; number 15, H, carries 0.08; number 16, H, carries 0.08; number 17, H, carries 0.12; number 18, H, carries 0.10; number 19, H, carries 0.10; number 20, H, carries 0.09; number 21, H, carries 0.09; number 22, C, carries -0.05; number 23, C, carries -0.27; number 24, C, carries -0.01; number 25, C, carries -0.02; number 26, C, carries -0.27; number 27, C, carries -0.05; number 28, C, carries -0.04; number 29, S, carries 0.70; number 30, O, carries -0.28; number 31, O, carries -0.27; number 32, N, carries -0.18; number 33, C, carries -0.11; number 34, C, carries -0.59; number 35, O, carries 0.08; number 36, O, carries -0.02; number 37, H, carries 0.08; number 38, H, carries 0.08; number 39, H, carries 0.07; number 40, H, carries 0.12; number 41, H, carries 0.10; number 42, H, carries 0.11; number 43, H, carries 0.11; number 44, H, carries 0.12; number 45, H, carries 0.12; number 46, O, carries -0.41; number 47, Cl, carries 0.81; number 48, O, carries 0.05; number 49, O, carries -0.39; number 50, O, carries -0.50

---

Below is a structure of composition C19H17Br4HfN7O6 at a distorted geometry, with properties calculated with the ωB97M-V functional and the def2-TZVPD basis.

Element x y z (Å)
Hf1 -0.370 -0.223 -0.783
C1 -0.920 0.785 -4.898
C2 -0.293 0.918 -3.551
O1 -0.300 -0.161 -2.825
C3 0.282 2.103 -3.149
C4 0.946 2.311 -1.890
C5 1.520 3.646 -1.552
N1 1.049 1.323 -1.044
N2 1.620 1.554 0.221
C6 1.661 0.447 0.905
O2 1.267 -0.717 0.394
C7 2.162 0.489 2.299
C8 2.599 1.677 2.882
C9 3.049 1.676 4.193
C10 3.062 0.495 4.929
C11 2.618 -0.686 4.352
C12 2.167 -0.688 3.037
H1 -0.362 0.044 -5.480
H2 -0.932 1.731 -5.437
H3 -1.942 0.413 -4.786
H4 0.222 2.945 -3.822
H5 1.523 4.297 -2.423
H6 2.528 3.542 -1.154
H7 0.912 4.099 -0.763
H8 2.574 2.589 2.298
H9 3.387 2.601 4.646
H10 3.413 0.499 5.956
H11 2.615 -1.605 4.927
H12 1.797 -1.596 2.577
N3 2.263 -2.180 -1.548
N4 1.629 -3.437 -1.491
C13 0.318 -3.573 -1.430
N5 -0.180 -4.807 -1.415
N6 -0.401 -2.431 -1.335
N7 -1.784 -2.456 -1.387
O3 -2.262 -1.299 -1.436
O4 -2.490 -3.453 -1.384
H13 3.227 -2.328 -1.799
H14 2.192 -1.744 -0.640
H15 2.191 -4.260 -1.394
H16 0.419 -5.605 -1.533
H17 -1.178 -4.909 -1.356
Br1 -6.014 2.613 2.081
C14 -4.538 1.485 1.750
C15 -4.377 0.295 2.459
Br2 -5.638 -0.225 3.762
C16 -3.275 -0.527 2.190
Br3 -2.960 -2.158 3.088
C17 -2.345 -0.182 1.223
O5 -1.280 -0.939 0.918
C18 -2.508 1.025 0.507
O6 -1.558 1.316 -0.424
C19 -3.592 1.842 0.776
Br4 -3.716 3.432 -0.237

For the energy relative to the best compared isomer or geometry (same formula, charge and spin), the calculation gives 0.0 kcal/mol. The calculation puts the molecular weight at 937.49 g/mol. The value obtained for the largest force on an atom is 1.803 eV/Å. The total energy is -324172.863 eV. The orbital gap is 6.50 eV.

The Löwdin scheme yields these atomic charges, measured in e: number 1, Hf, carries 1.63; number 2, C, carries -0.01; number 3, C, carries -0.43; number 4, O, carries -0.18; number 5, C, carries 0.00; number 6, C, carries -0.30; number 7, C, carries -0.02; number 8, N, carries -0.11; number 9, N, carries 0.11; number 10, C, carries -0.41; number 11, O, carries -0.24; number 12, C, carries -0.15; number 13, C, carries -0.03; number 14, C, carries -0.08; number 15, C, carries -0.09; number 16, C, carries -0.08; number 17, C, carries -0.02; number 18, H, carries 0.09; number 19, H, carries 0.08; number 20, H, carries 0.09; number 21, H, carries 0.10; number 22, H, carries 0.08; number 23, H, carries 0.08; number 24, H, carries 0.10; number 25, H, carries 0.11; number 26, H, carries 0.10; number 27, H, carries 0.10; number 28, H, carries 0.10; number 29, H, carries 0.11; number 30, N, carries 0.08; number 31, N, carries 0.02; number 32, C, carries -0.36; number 33, N, carries 0.21; number 34, N, carries 0.08; number 35, N, carries -0.35; number 36, O, carries -0.01; number 37, O, carries 0.11; number 38, H, carries 0.10; number 39, H, carries 0.04; number 40, H, carries 0.16; number 41, H, carries 0.13; number 42, H, carries 0.10; number 43, Br, carries 0.71; number 44, C, carries -0.75; number 45, C, carries -0.75; number 46, Br, carries 0.71; number 47, C, carries -0.64; number 48, Br, carries 0.76; number 49, C, carries -0.40; number 50, O, carries -0.25; number 51, C, carries -0.36; number 52, O, carries -0.23; number 53, C, carries -0.64; number 54, Br, carries 0.77

---

Below is the molecule C19H17BrF3N3O5 at a distorted geometry, with properties calculated with the ωB97M-V functional and the def2-TZVPD basis.

Element x y z (Å)
C1 -5.072 -3.588 0.800
C2 -5.139 -3.063 -0.630
O1 -5.533 -1.704 -0.698
C3 -4.642 -0.733 -0.401
C4 -3.314 -0.921 -0.084
C5 -2.455 0.155 0.191
C6 -1.075 -0.112 0.516
N1 -0.657 -1.307 0.630
N2 0.635 -1.528 0.922
C7 1.100 -2.803 1.092
O2 0.411 -3.783 1.036
C8 2.607 -2.865 1.407
C9 3.394 -1.695 0.919
C10 3.955 -0.801 1.832
C11 4.656 0.317 1.422
C12 4.797 0.581 0.064
C13 5.532 1.817 -0.381
F1 6.010 1.716 -1.626
F2 4.735 2.900 -0.361
F3 6.573 2.100 0.415
C14 4.238 -0.274 -0.870
C15 3.557 -1.406 -0.442
N3 3.028 -2.266 -1.487
O3 2.641 -1.715 -2.490
O4 3.034 -3.458 -1.295
C16 -2.985 1.438 0.136
Br1 -1.916 2.970 0.511
C17 -4.318 1.658 -0.180
C18 -5.158 0.592 -0.452
O5 -6.466 0.698 -0.771
C19 -7.042 1.980 -0.853
H1 -4.306 -3.071 1.373
H2 -6.031 -3.441 1.292
H3 -4.841 -4.649 0.786
H4 -4.183 -3.214 -1.146
H5 -5.919 -3.592 -1.183
H6 -2.870 -1.900 -0.036
H7 -0.406 0.744 0.661
H8 1.260 -0.727 1.048
H9 2.967 -3.795 0.964
H10 2.697 -2.952 2.492
H11 3.842 -0.993 2.888
H12 5.094 0.984 2.148
H13 4.330 -0.082 -1.929
H14 -4.685 2.671 -0.209
H15 -6.558 2.590 -1.622
H16 -8.082 1.815 -1.128
H17 -7.000 2.503 0.108

The calculation puts the molecular weight at 504.26 g/mol. The value obtained for the largest force on an atom is 1.229 eV/Å. The total energy is -112878.277 eV. The orbital gap is 7.16 eV. Its SMILES is CCOc1cc(/C=N/NC(=O)Cc2ccc(C(F)(F)F)cc2[N+](=O)[O-])c(Br)cc1OC.

The Löwdin scheme yields these atomic charges, measured in e: number 1, C, carries -0.06; number 2, C, carries -0.23; number 3, O, carries -0.03; number 4, C, carries -0.18; number 5, C, carries 0.05; number 6, C, carries -0.25; number 7, C, carries -0.11; number 8, N, carries 0.08; number 9, N, carries 0.05; number 10, C, carries -0.47; number 11, O, carries 0.10; number 12, C, carries -0.05; number 13, C, carries -0.16; number 14, C, carries -0.01; number 15, C, carries 0.02; number 16, C, carries -0.10; number 17, C, carries -0.59; number 18, F, carries 0.15; number 19, F, carries 0.15; number 20, F, carries 0.15; number 21, C, carries 0.08; number 22, C, carries -0.09; number 23, N, carries -0.34; number 24, O, carries 0.11; number 25, O, carries 0.11; number 26, C, carries -0.61; number 27, Br, carries 0.76; number 28, C, carries -0.07; number 29, C, carries -0.19; number 30, O, carries -0.05; number 31, C, carries -0.07; number 32, H, carries 0.07; number 33, H, carries 0.08; number 34, H, carries 0.08; number 35, H, carries 0.12; number 36, H, carries 0.12; number 37, H, carries 0.11; number 38, H, carries 0.08; number 39, H, carries 0.15; number 40, H, carries 0.13; number 41, H, carries 0.13; number 42, H, carries 0.12; number 43, H, carries 0.13; number 44, H, carries 0.14; number 45, H, carries 0.09; number 46, H, carries 0.10; number 47, H, carries 0.10; number 48, H, carries 0.10